{
  "formula": "C5H2O4P2S",
  "method": "wB97M-V/def2-TZVPD",
  "total_charge": -2,
  "largest_force_ev_per_a": 3.9,
  "e_above_lowest_ev": 2.5707,
  "homo_ev": 0.1633,
  "e_tot_ev": -42815.9337,
  "elements": ["C", "C", "C", "C", "C", "O", "O", "O", "O", "P", "P", "S", "H", "H"],
  "positions_angstrom": [[0.034, 0.205, -0.687], [-0.005, -0.294, 0.629], [-1.096, 0.139, -1.388], [-2.914, -0.208, 0.904], [-2.345, -0.108, -1.731], [-3.294, 0.964, -1.363], [-1.961, 2.127, 0.432], [-2.775, -0.988, -2.549], [-5.606, 0.183, 0.996], [-1.386, -0.677, 1.661], [-4.465, -0.556, 1.665], [-3.202, 1.336, 0.147], [0.915, 0.568, -1.224], [0.850, -0.367, 1.330]]
}